The following is a quantum chemistry calculation of a gas-phase ion, C2H8N5 (charge +1), from OMol25.

Results
HOMO energy (alpha / beta) in Eh: -0.5290 / -0.5059
Total charge: +1
Orbital gap (alpha / beta) in hartree: 0.3131 / 0.3146
Multiplicity: 1
LUMO (alpha / beta) in eV: -5.9 / -5.2
Total energy in eV: -9641.505

Each line ends with the natural charge from an NBO analysis.
Atoms and positions in Å:
C: 0.475 -1.546 -0.435  -0.13
C: -0.918 0.246 -1.364  -0.14
N: 0.333 -0.892 0.842  -0.41
N: -0.972 0.806 -0.039  -0.39
N: 0.148 -0.622 -1.401  -0.23
N: 0.818 1.292 1.379  -0.57
N: 0.243 0.431 0.501  0.23
H: 1.510 -1.875 -0.599  0.24
H: -0.149 -2.451 -0.512  0.26
H: -1.856 -0.274 -1.620  0.26
H: -0.781 1.019 -2.130  0.24
H: 0.955 -1.118 1.610  0.41
H: -1.256 1.770 0.102  0.41
H: 0.963 0.966 2.330  0.41
H: 0.487 2.248 1.336  0.41


The following is a quantum chemistry calculation of a molecular structure, C14H17N3OV, from OMol25.

Results
HOMO energy (alpha / beta) in Eh: -0.2891 / -0.2667
Orbital gap (alpha / beta) in hartree: 0.3101 / 0.2798
Multiplicity: 2
LUMO (alpha / beta) in eV: 0.6 / 0.4
Total energy in eV: -46998.901

Each line ends with the natural charge from an NBO analysis.
Atoms and positions in Å:
V: -0.254 0.506 -0.630  0.86
C: -1.212 -0.190 1.189  -0.10
C: 0.202 -0.273 1.330  -0.13
C: 0.691 -1.186 0.343  -0.05
C: -0.409 -1.632 -0.426  -0.08
C: -1.586 -1.011 0.092  -0.09
C: -2.993 -1.228 -0.361  -0.62
C: -0.336 -2.637 -1.533  -0.62
C: 2.104 -1.679 0.229  -0.64
C: 1.019 0.307 2.442  -0.62
C: -2.168 0.495 2.115  -0.62
H: -3.517 -1.882 0.337  0.22
H: -3.020 -1.686 -1.348  0.23
H: -3.522 -0.275 -0.402  0.22
H: -0.253 -3.648 -1.129  0.22
H: 0.531 -2.444 -2.164  0.23
H: -1.221 -2.598 -2.164  0.23
H: 2.753 -0.956 -0.277  0.22
H: 2.129 -2.605 -0.342  0.22
H: 2.516 -1.870 1.220  0.22
H: 0.998 -0.368 3.301  0.22
H: 0.630 1.270 2.769  0.22
H: 2.055 0.437 2.136  0.22
H: -2.655 -0.248 2.752  0.22
H: -2.943 1.025 1.561  0.22
H: -1.655 1.207 2.758  0.22
N: 1.239 3.521 -0.219  -0.80
C: 0.563 2.582 -0.940  0.60
O: -0.679 2.458 -0.816  -0.62
C: 1.312 1.726 -1.816  -0.52
C: 0.526 0.880 -2.604  0.23
N: -0.245 0.237 -3.187  -0.29
C: 2.696 1.830 -1.952  0.29
N: 3.837 1.960 -2.041  -0.32
H: 0.692 4.209 0.273  0.41
H: 2.175 3.768 -0.496  0.41


The following is a quantum chemistry calculation of C3H3NO2S2 in the gas phase, from OMol25.

Results
HOMO energy in Eh: -0.3440
Orbital gap in hartree: 0.3461
Multiplicity: 1
LUMO in eV: 0.1
Total energy in eV: -30413.164

Each line ends with the natural charge from an NBO analysis.
Atoms and positions in Å:
O: 1.577 2.382 0.021  -0.53
C: 1.291 1.235 -0.103  0.68
O: -0.024 1.046 -0.053  -0.52
C: -0.488 -0.312 -0.161  0.47
N: -1.719 -0.668 -0.139  -0.55
S: -2.933 0.537 -0.194  0.21
C: 0.581 -1.321 0.213  -0.48
S: 2.290 -0.373 -0.319  0.10
H: -1.911 1.450 -0.050  0.13
H: 0.769 -2.314 -0.407  0.26
H: 0.569 -1.661 1.191  0.23


The following is a quantum chemistry calculation of a molecular structure, C33H57AlIN6O12, from OMol25.

Results
HOMO energy in Eh: -0.5305
Total charge: +3
Orbital gap in hartree: 0.0291
Multiplicity: 1
LUMO in eV: -13.6
Total energy in eV: -83321.993

Each line ends with the Mulliken charge.
Atoms and positions in Å:
C: 6.137 1.443 3.469  -1.29
C: 6.401 -0.076 3.490  -0.25
C: 6.160 -0.732 2.107  -0.48
C: 5.061 -1.818 2.186  -0.82
N: 4.728 -2.267 0.807  -0.46
N: 3.421 -1.948 0.429  0.63
C: 2.953 -0.619 0.452  -0.11
O: 3.444 0.393 0.073  -0.54
C: 1.563 -0.798 1.062  -0.09
C: 0.726 0.138 1.552  -1.08
C: -0.507 -0.276 2.024  0.45
C: -1.418 0.780 2.580  -0.75
C: -2.078 0.449 3.933  0.90
O: -2.839 1.556 4.398  -0.58
C: -0.995 0.163 5.044  -0.88
N: -1.282 -0.978 5.865  -0.43
C: -0.847 -1.649 1.960  1.00
O: -2.067 -2.053 2.385  -0.50
C: -2.955 -2.230 1.206  -0.69
C: -4.163 -1.315 1.248  -0.80
O: -3.960 -0.157 0.465  -0.32
C: -4.655 0.977 1.001  -0.16
C: -4.136 2.256 0.333  -1.17
C: 0.038 -2.626 1.467  -0.09
C: -0.298 -4.100 1.429  -0.42
C: 0.632 -4.930 2.367  -0.95
C: 1.139 -6.239 1.734  -0.87
I: -0.338 -7.833 1.864  0.18
C: 1.235 -2.171 1.035  1.01
C: 2.417 -2.932 0.456  -0.23
O: 2.491 -4.075 0.064  -0.58
H: 5.121 1.641 3.114  0.27
H: 6.865 1.900 2.797  0.35
H: 6.251 1.833 4.481  0.40
H: 7.443 -0.243 3.780  0.11
H: 5.707 -0.549 4.195  0.40
H: 5.896 0.048 1.381  0.35
H: 7.054 -1.228 1.709  0.36
H: 4.190 -1.480 2.758  0.31
H: 5.511 -2.632 2.764  0.47
H: 5.347 -1.771 0.170  0.36
H: 1.051 1.172 1.565  0.68
H: -2.152 1.002 1.791  -0.46
H: -0.816 1.681 2.742  0.74
H: -2.782 -0.382 3.862  0.10
H: -2.999 2.167 3.669  0.41
H: -0.947 1.059 5.668  0.47
H: -0.013 0.037 4.574  0.24
H: -1.050 -1.859 5.423  0.28
H: -2.247 -0.974 6.181  0.31
H: -3.214 -3.289 1.154  0.44
H: -2.402 -1.990 0.291  0.40
H: -4.986 -1.876 0.773  0.53
H: -4.499 -1.096 2.268  0.30
H: -4.409 1.044 2.070  0.16
H: -5.736 0.886 0.854  0.49
H: -3.789 2.079 -0.686  0.29
H: -4.885 3.047 0.387  0.44
H: -3.273 2.641 0.892  0.25
H: -0.341 -4.509 0.415  0.28
H: -1.303 -4.216 1.843  0.27
H: 1.473 -4.313 2.694  0.33
H: 0.101 -5.211 3.280  0.65
H: 1.313 -6.074 0.662  0.16
H: 2.081 -6.562 2.174  0.53
C: -4.432 2.250 -5.062  -0.65
O: -4.738 3.144 -3.986  -0.24
C: -5.289 4.296 -4.370  0.81
O: -5.533 4.617 -5.505  -0.57
O: -5.518 5.026 -3.281  -0.31
C: -6.110 6.305 -3.536  -0.61
H: -3.993 1.359 -4.620  0.20
H: -5.338 1.968 -5.597  0.29
H: -3.711 2.698 -5.741  0.31
H: -7.085 6.190 -4.008  0.24
H: -5.456 6.916 -4.154  0.32
H: -6.242 6.792 -2.574  0.24
C: 0.878 -0.027 -3.579  0.57
O: 0.271 0.385 -4.547  -0.59
N: 1.166 0.771 -2.503  -0.27
N: 1.322 -1.320 -3.486  -0.29
H: 1.662 0.457 -1.692  0.18
H: 0.852 1.724 -2.546  0.18
H: 1.129 -1.926 -4.263  0.20
H: 1.829 -1.680 -2.701  0.16
Al: -0.142 -7.436 -0.917  0.65
C: 9.495 -3.556 2.767  -1.29
C: 10.163 -2.231 3.020  0.82
O: 9.584 -1.284 3.538  -0.54
N: 11.468 -2.089 2.653  -0.10
C: 12.331 -3.064 2.031  -0.77
H: 8.467 -3.505 3.115  0.17
H: 9.494 -3.783 1.700  0.40
H: 10.008 -4.348 3.313  0.48
H: 11.848 -1.172 2.856  0.29
H: 13.195 -3.234 2.681  0.31
H: 12.684 -2.668 1.075  0.31
H: 11.819 -4.004 1.862  0.33
O: -11.414 5.423 -7.636  -0.36
C: -10.222 5.498 -7.716  0.57
O: -9.572 6.590 -8.115  -0.30
C: -8.154 6.316 -8.203  -0.48
C: -7.925 5.124 -7.293  0.05
C: -9.245 4.361 -7.423  -0.46
H: -7.909 6.102 -9.244  0.28
H: -7.598 7.196 -7.886  0.33
H: -7.051 4.535 -7.563  0.40
H: -7.796 5.461 -6.267  -0.16
H: -9.247 3.669 -8.266  0.31
H: -9.513 3.840 -6.508  0.32


The following is a quantum chemistry calculation of a gas-phase ion, C2H10N3 (charge +1), from OMol25.

Results
HOMO energy in Eh: -0.5137
Total charge: +1
Orbital gap in hartree: 0.4060
Multiplicity: 1
LUMO in eV: -2.9
Total energy in eV: -6698.781

Each line ends with the natural charge from an NBO analysis.
Atoms and positions in Å:
N: -1.115 1.614 0.509  -0.84
C: -0.018 0.952 1.050  0.01
N: -0.334 -0.655 0.560  -0.59
C: 0.770 -1.184 -0.452  -0.03
N: 0.665 -0.480 -1.586  -0.85
H: -1.941 2.037 0.937  0.42
H: -0.973 2.026 -0.310  0.38
H: 0.935 1.032 0.471  0.22
H: -0.008 1.058 2.064  0.22
H: -1.247 -0.656 0.168  0.42
H: -0.365 -1.388 1.353  0.42
H: 1.659 -1.210 0.043  0.22
H: 0.516 -2.298 -0.487  0.19
H: 0.000 -0.804 -2.233  0.39
H: 1.457 -0.043 -2.087  0.42


The following is a quantum chemistry calculation of 2 unconnected molecules or ions with the total composition CH3O2S, from OMol25.

Results
HOMO energy in Eh: -0.1348
Total charge: -1
Orbital gap in hartree: 0.2920
Multiplicity: 1
LUMO in eV: 4.3
Total energy in eV: -16017.093

Each line ends with the natural charge from an NBO analysis.
Atoms and positions in Å:
S: 0.391 -2.108 0.613  -0.88
H: 0.189 -1.671 1.800  0.10
O: -0.258 2.237 0.095  -0.66
C: -0.297 1.083 -0.398  0.67
O: 0.722 0.388 -0.770  -0.75
H: -1.311 0.685 -0.888  0.06
H: 0.563 -0.615 -0.452  0.46


The following is a quantum chemistry calculation of a gas-phase ion, C11H16N4 (charge +2), from OMol25.

Results
HOMO energy in Eh: -0.5992
Total charge: +2
Orbital gap in hartree: 0.3287
Multiplicity: 1
LUMO in eV: -7.4
Total energy in eV: -17606.518

Each line ends with the natural charge from an NBO analysis.
Atoms and positions in Å:
N: 2.578 -0.362 -1.850  -0.70
N: 1.655 0.065 -0.805  -0.27
C: 2.214 0.887 0.121  0.40
N: 1.564 1.381 1.091  -0.32
C: 1.616 1.319 2.571  -0.17
C: 0.443 0.798 1.795  -0.24
C: 0.328 -0.034 -1.507  0.13
N: 0.149 -1.451 -1.869  -0.53
C: -0.636 -2.230 -0.760  -0.24
C: -1.405 -1.115 -0.269  -0.08
C: -2.502 -1.084 0.635  -0.16
C: -3.080 0.117 0.857  -0.19
C: -2.590 1.348 0.557  -0.17
C: -1.402 1.364 -0.231  -0.18
C: -0.853 0.160 -0.576  -0.11
H: 2.654 0.435 -2.568  0.41
H: 3.388 -0.807 -1.391  0.42
H: 3.299 1.204 0.185  0.27
H: 1.438 2.210 3.085  0.26
H: 2.335 0.512 2.993  0.25
H: 0.188 -0.235 1.640  0.23
H: -0.485 1.316 1.959  0.26
H: 0.428 0.512 -2.380  0.23
H: 1.094 -1.853 -2.071  0.48
H: -0.486 -1.469 -2.738  0.47
H: 0.116 -2.598 0.061  0.26
H: -1.245 -3.076 -1.292  0.29
H: -2.788 -2.105 1.071  0.26
H: -4.027 0.235 1.496  0.27
H: -3.015 2.271 0.782  0.25
H: -0.972 2.284 -0.593  0.24